{
  "formula": "C40H95BBrF4IN10O10P",
  "method": "ωB97M-V with the def2-TZVPD basis set",
  "gap_ev": 4.6,
  "e_homo_ha": -0.354,
  "de_lowest_kcal_mol": 0.0,
  "largest_force_ev_per_a": 0.852,
  "energy_ha": -6518.04001,
  "total_charge": 1,
  "lumo_ev": -5.0,
  "elements": ["C", "C", "N", "C", "C", "C", "C", "C", "F", "F", "F", "N", "I", "C", "C", "N", "N", "N", "C", "Br", "C", "C", "C", "F", "C", "P", "C", "O", "N", "B", "C", "O", "H", "H", "H", "H", "H", "H", "H", "H", "H", "H", "H", "H", "H", "H", "H", "H", "H", "H", "H", "H", "H", "H", "H", "H", "H", "H", "H", "H", "H", "H", "H", "H", "H", "H", "H", "C", "O", "C", "C", "N", "C", "C", "O", "C", "H", "H", "H", "H", "H", "H", "H", "H", "H", "H", "H", "H", "H", "H", "H", "C", "O", "C", "C", "N", "C", "C", "O", "C", "H", "H", "H", "H", "H", "H", "H", "H", "H", "H", "H", "H", "H", "H", "H", "C", "O", "C", "C", "N", "C", "C", "O", "C", "H", "H", "H", "H", "H", "H", "H", "H", "H", "H", "H", "H", "H", "H", "H", "C", "O", "C", "C", "N", "C", "C", "O", "C", "H", "H", "H", "H", "H", "H", "H", "H", "H", "H", "H", "H", "H", "H", "H"],
  "positions_angstrom": [[-0.25797, 0.66618, 6.57213], [0.26395, 0.49390, 5.13226], [-0.76841, 0.15300, 4.17210], [-1.70208, 1.13332, 3.70281], [-1.07468, 2.32407, 2.92665], [-0.18209, 1.78556, 1.81032], [1.08981, 2.59164, 1.48283], [2.33265, 1.74298, 1.56261], [2.21393, 0.61015, 0.85368], [2.60710, 1.37335, 2.82782], [3.39695, 2.39353, 1.10338], [-2.16042, 3.34032, 2.52955], [-1.76286, 4.11154, 0.50090], [-2.00461, 4.67157, 3.28769], [-1.88369, 4.90263, 4.84438], [-3.11834, 5.52815, 5.27383], [-1.60430, 3.72694, 5.63564], [-0.76551, 5.84070, 5.06937], [-3.60697, 2.69057, 2.44730], [-4.39649, 2.60607, 4.22777], [-4.52139, 3.58402, 1.60975], [-6.02203, 3.63476, 1.94083], [-6.73046, 4.29281, 0.76313], [-8.05214, 4.55481, 1.10420], [-3.41552, 1.24738, 1.92534], [-4.82818, 0.12921, 1.43138], [-5.57595, 0.89739, -0.05483], [-5.96745, 0.41422, 2.59630], [-2.57300, 0.43255, 2.78767], [-2.91097, -0.96002, 3.24488], [-3.69371, -1.26551, 4.57422], [-2.40713, -1.98489, 2.47836], [0.22411, 1.50743, 7.08115], [-0.03203, -0.22426, 7.16224], [-1.34154, 0.80140, 6.58511], [0.92413, -0.37826, 5.13738], [0.90361, 1.34026, 4.84334], [-0.45412, -0.46720, 3.43801], [-2.22610, 1.50639, 4.57766], [-0.41900, 2.85050, 3.62657], [-0.73070, 1.54221, 0.89808], [0.14994, 0.80449, 2.15791], [1.22269, 3.42371, 2.18001], [1.05431, 3.01989, 0.47845], [-2.78268, 5.33772, 2.90500], [-1.06793, 5.05641, 2.87760], [-3.34392, 6.33018, 4.69188], [-2.97043, 5.87994, 6.21491], [-2.34557, 3.57337, 6.30475], [-0.73796, 3.85075, 6.14486], [0.12061, 5.42354, 4.79236], [-0.87966, 6.66560, 4.48612], [-4.42807, 3.30027, 0.55663], [-4.18930, 4.62168, 1.73510], [-6.44327, 2.64633, 2.10572], [-6.20159, 4.29093, 2.79438], [-6.72613, 3.66724, -0.13484], [-6.26289, 5.25566, 0.51912], [-2.92147, 1.36336, 0.93480], [-5.93154, 0.05781, -0.66139], [-6.43750, 1.51689, 0.19246], [-4.84926, 1.43769, -0.66591], [-6.70435, -0.19177, 2.44279], [-3.01378, -1.57398, 5.37457], [-4.39447, -2.09171, 4.39997], [-4.27929, -0.41338, 4.93240], [-2.07475, -2.70971, 3.02347], [-5.85070, 11.59688, 2.00330], [-5.09953, 11.11170, 0.90665], [-3.82040, 11.71265, 0.75268], [-2.72796, 10.69633, 0.99373], [-2.69052, 10.29529, 2.39421], [-1.82297, 9.16695, 2.68305], [-2.17841, 7.82483, 2.05557], [-3.37731, 7.24226, 2.55040], [-4.58205, 7.65726, 1.91473], [-6.84023, 11.14935, 1.93715], [-5.40362, 11.32703, 2.96725], [-5.95533, 12.68439, 1.96308], [-3.71129, 12.56710, 1.42578], [-3.74071, 12.07729, -0.27440], [-1.76231, 11.13190, 0.72266], [-2.91618, 9.85260, 0.31325], [-3.63159, 10.07743, 2.69583], [-1.80580, 9.03431, 3.76926], [-0.80268, 9.42200, 2.37978], [-1.38364, 7.11762, 2.31737], [-2.20385, 7.87200, 0.96095], [-4.41190, 7.89521, 0.86252], [-5.02554, 8.52387, 2.40673], [-5.29111, 6.83142, 1.98561], [-0.76453, -6.83826, 2.16746], [0.45080, -6.33441, 1.65826], [0.35609, -5.05026, 1.04953], [1.10846, -4.01878, 1.85515], [0.45623, -3.75864, 3.13405], [1.23183, -2.93252, 4.05068], [2.55501, -3.46442, 4.58539], [2.41445, -4.57432, 5.44287], [2.37884, -5.84171, 4.81094], [-0.57909, -7.86003, 2.49286], [-1.13138, -6.25935, 3.02414], [-1.54382, -6.85145, 1.39890], [-0.69232, -4.75996, 0.92440], [0.81469, -5.10921, 0.06247], [1.15411, -3.08888, 1.28093], [2.13730, -4.38388, 1.97660], [0.25608, -4.64420, 3.58298], [0.58619, -2.72607, 4.91098], [1.42157, -1.97198, 3.55326], [3.00539, -2.67181, 5.19011], [3.26469, -3.68782, 3.77952], [2.98237, -5.85149, 3.89934], [1.36002, -6.15229, 4.56175], [2.79030, -6.56648, 5.51191], [5.79996, -6.03717, -4.28447], [6.02137, -4.68225, -3.93021], [5.57479, -3.75038, -4.90378], [4.39604, -2.95550, -4.38907], [3.21685, -3.80008, -4.25874], [2.09262, -3.17926, -3.57287], [2.27409, -2.80159, -2.10789], [2.42183, -3.90995, -1.24111], [3.74115, -4.40742, -1.09246], [6.29584, -6.65354, -3.53698], [4.73208, -6.28766, -4.28840], [6.21493, -6.26404, -5.26829], [5.31445, -4.26299, -5.83510], [6.40010, -3.06409, -5.11416], [4.17463, -2.14627, -5.09184], [4.70155, -2.49643, -3.43760], [3.47563, -4.64465, -3.76505], [1.24753, -3.86968, -3.63209], [1.80546, -2.27857, -4.12596], [1.36143, -2.29017, -1.78651], [3.10176, -2.09688, -1.96007], [4.48318, -3.61137, -1.19354], [3.96975, -5.19753, -1.81193], [3.81680, -4.83537, -0.09228], [6.56196, -8.00795, -12.43048], [6.02835, -6.75724, -12.04708], [4.61278, -6.66541, -12.13427], [3.99448, -6.52889, -10.76167], [4.13720, -7.75924, -9.99757], [3.75190, -7.65555, -8.59618], [4.56047, -6.72803, -7.69865], [5.89447, -7.15162, -7.47980], [6.83525, -6.73544, -8.45349], [7.64555, -7.90752, -12.43154], [6.28320, -8.81011, -11.73793], [6.23476, -8.28864, -13.43621], [4.20279, -7.53491, -12.65617], [4.37282, -5.77355, -12.71975], [2.92939, -6.30436, -10.87335], [4.46717, -5.66412, -10.27355], [5.09995, -8.06611, -10.05076], [3.80424, -8.65813, -8.16513], [2.70302, -7.34501, -8.55000], [4.08055, -6.72568, -6.71626], [4.54947, -5.69062, -8.05639], [6.56490, -5.76782, -8.88482], [6.94527, -7.46369, -9.26143], [7.80051, -6.64111, -7.95570]],
  "forces_ev_per_angstrom": [[0.0546, 0.0142, -0.0525], [0.2549, -0.4475, 0.4783], [0.0660, -0.0755, -0.0367], [-0.2602, -0.3689, -0.1262], [0.7111, -0.0702, 0.2497], [0.2223, -0.3933, -0.2420], [-0.3509, 0.1919, -0.0328], [-0.0786, -0.1206, 0.1149], [-0.0973, -0.1364, -0.1799], [-0.0797, -0.0164, 0.2094], [0.3065, 0.2721, -0.1473], [-0.1936, 0.0368, -0.3806], [0.1939, -0.1505, 0.0659], [0.1673, 0.1924, -0.2170], [-0.0657, 0.3129, 0.2541], [0.0780, -0.0915, 0.0971], [0.1321, -0.1726, -0.1898], [0.0000, -0.1422, -0.3466], [-0.3106, -0.2827, 0.4078], [0.1592, 0.2086, 0.1139], [-0.4575, 0.3290, 0.0424], [-0.0923, 0.2157, -0.5119], [0.0307, 0.1869, 0.0666], [0.1820, -0.1266, -0.0515], [0.3803, 0.0844, -0.0376], [0.0974, -0.3004, 0.0655], [-0.0216, -0.2211, -0.2124], [-0.1544, 0.1620, -0.2610], [-0.5547, 0.3073, -0.2299], [0.2530, -0.4473, -0.0159], [-0.3219, 0.0685, -0.0183], [0.4711, 0.6357, 0.3154], [-0.1538, -0.0679, -0.1035], [-0.1200, 0.0387, -0.0439], [0.0901, 0.1135, 0.0210], [0.0819, 0.2530, -0.0711], [-0.2363, 0.0795, -0.1224], [0.0868, 0.0577, -0.0353], [0.2232, 0.2536, 0.0840], [-0.3096, 0.1076, -0.0483], [-0.0605, 0.1126, 0.1237], [-0.0793, 0.1658, 0.0391], [0.0911, -0.0267, -0.0525], [0.0647, -0.0817, 0.0990], [0.0726, -0.2285, 0.1634], [-0.0959, -0.2711, 0.0748], [-0.0325, -0.0696, -0.1021], [-0.0383, -0.0124, 0.0239], [-0.0847, -0.0918, -0.0358], [-0.0904, 0.0391, 0.1055], [0.0370, -0.0042, 0.0653], [-0.0389, 0.0772, 0.1526], [0.1413, 0.0852, 0.1507], [0.0799, -0.1741, -0.2585], [-0.0138, 0.0565, 0.2688], [0.0268, -0.3480, 0.1493], [-0.0406, 0.0448, 0.0629], [-0.0517, -0.1070, -0.0376], [-0.1040, 0.1520, 0.0065], [-0.0091, 0.1725, 0.0149], [0.1270, 0.1080, -0.0272], [-0.0690, 0.0380, 0.0495], [0.0236, -0.0610, 0.2962], [-0.0068, -0.0012, -0.0551], [0.1193, 0.0532, 0.0967], [0.1309, -0.0662, 0.0190], [-0.2172, -0.3878, -0.2123], [-0.0497, 0.0347, -0.0640], [0.0337, -0.0959, 0.1362], [-0.0064, 0.0812, -0.1308], [-0.0019, -0.0680, 0.0693], [-0.0661, -0.1429, -0.1266], [-0.1048, 0.0992, 0.1329], [0.2074, -0.0304, -0.0478], [-0.0890, 0.1265, -0.0584], [-0.0576, -0.0205, 0.0236], [-0.0028, -0.0093, -0.0031], [0.0250, 0.0376, -0.0020], [-0.0059, 0.0082, 0.0145], [0.0312, -0.0279, 0.0452], [-0.0355, 0.0210, 0.0062], [0.0141, -0.0029, 0.0110], [0.0448, 0.0371, -0.0542], [-0.0072, 0.0703, 0.0570], [0.0371, -0.0060, 0.0121], [0.0036, -0.0008, -0.0294], [0.0143, 0.0573, -0.0731], [-0.1023, 0.0430, 0.0175], [0.0004, 0.0195, -0.0023], [0.0224, 0.0310, -0.0450], [0.0106, 0.0030, 0.0242], [0.0267, -0.0341, -0.0552], [-0.0432, 0.0395, 0.1307], [0.0181, -0.0601, -0.1576], [-0.0127, 0.0125, 0.0619], [-0.0561, -0.0968, 0.0445], [-0.3111, 0.1320, 0.0225], [0.1054, 0.0869, -0.0083], [-0.0585, -0.0507, -0.0106], [0.0381, -0.0161, 0.0709], [0.0053, -0.0012, 0.0117], [-0.0242, 0.0211, -0.0192], [-0.0183, -0.0004, 0.0074], [-0.0123, 0.0316, 0.0713], [-0.0242, -0.0238, -0.0218], [0.0192, 0.0154, 0.0084], [0.0103, 0.0377, -0.0542], [0.0307, -0.0276, 0.0076], [0.0731, 0.0404, 0.0413], [0.0832, -0.0223, -0.0164], [0.0026, -0.0075, -0.0046], [-0.0556, -0.0507, -0.0335], [-0.0086, -0.0052, -0.0196], [0.0096, 0.0157, -0.0555], [0.0033, 0.0042, 0.0038], [0.0735, 0.0341, 0.0519], [-0.1218, -0.0563, 0.0226], [0.1332, 0.0795, -0.0585], [-0.0733, -0.0543, 0.0617], [0.0690, 0.0331, 0.1217], [-0.0269, -0.0987, -0.0972], [-0.0890, 0.1423, 0.0328], [0.0626, -0.0138, -0.0193], [-0.0519, -0.0401, 0.0934], [0.0113, 0.0255, 0.0212], [0.0055, -0.0213, -0.0385], [-0.0200, -0.0558, -0.0104], [-0.0417, -0.0064, 0.0051], [0.0110, -0.0214, -0.0019], [-0.0108, 0.0108, 0.0009], [0.0209, 0.0523, -0.0381], [-0.0110, -0.0322, -0.0346], [-0.0197, 0.0179, -0.0013], [0.0170, 0.0219, 0.0011], [0.0044, -0.0106, 0.0253], [0.0468, -0.0512, -0.0405], [0.0160, -0.0033, -0.0202], [0.0333, 0.0481, -0.0369], [-0.0035, 0.0081, 0.0047], [0.0247, 0.0391, -0.0369], [0.0155, -0.0776, 0.0797], [-0.0493, 0.0957, -0.0999], [0.0545, -0.0551, 0.0952], [0.1013, 0.1113, 0.0199], [-0.0245, -0.1342, -0.0652], [-0.0903, 0.0499, 0.1163], [-0.0020, 0.0235, -0.1035], [0.0754, -0.0360, 0.0973], [0.0061, 0.0039, 0.0085], [-0.0350, -0.0081, -0.0244], [0.0020, -0.0161, -0.0053], [-0.0130, -0.0313, 0.0427], [0.0194, -0.0127, -0.0233], [-0.0120, 0.0051, 0.0171], [-0.0485, 0.0404, -0.0337], [-0.0024, -0.0384, -0.0120], [-0.0197, 0.0021, 0.0156], [-0.0070, 0.0234, -0.0031], [0.0168, 0.0131, 0.0109], [0.0248, -0.0261, -0.0740], [-0.0070, -0.0010, -0.0289], [-0.0412, 0.0420, -0.0379], [-0.0049, 0.0089, 0.0091]]
}

***

{
  "formula": "C11H6Cl3IMnN2O",
  "method": "ωB97M-V with the def2-TZVPD basis set",
  "gap_ev": [6.2, 6.4],
  "e_homo_ha": [-0.429, -0.432],
  "de_lowest_kcal_mol": 12.4,
  "spin_multiplicity": 5,
  "largest_force_ev_per_a": 3.047,
  "energy_ha": -3436.54679,
  "total_charge": 1,
  "lumo_ev": [-5.5, -5.4],
  "s2": 6.056,
  "elements": ["Mn", "Cl", "C", "C", "C", "I", "C", "O", "C", "N", "C", "C", "C", "C", "H", "H", "H", "H", "Cl", "C", "Cl", "H", "H", "N", "C"],
  "positions_angstrom": [[-0.28402, -1.35514, -0.93065], [0.01610, 3.90263, 3.35370], [-0.35872, 2.42577, 2.56453], [-1.18146, 1.51191, 3.17190], [-1.49798, 0.28937, 2.55955], [-2.79168, -1.07556, 3.45438], [-0.96537, -0.03194, 1.32615], [-1.14910, -1.15799, 0.65302], [-0.13085, 0.92207, 0.69660], [0.32591, 0.53446, -0.54039], [1.10008, 1.38026, -1.21630], [1.46608, 2.62063, -0.70120], [1.02035, 3.01557, 0.54072], [0.18843, 2.15790, 1.28156], [-1.58744, 1.73805, 4.14816], [1.43054, 1.06447, -2.19684], [2.09971, 3.26353, -1.29395], [1.29867, 3.97639, 0.95241], [-0.65710, -3.45892, -1.07997], [0.03093, -4.48881, -2.40688], [-0.77803, -6.03312, -2.39224], [1.08668, -4.61291, -2.19772], [-0.14210, -3.97027, -3.34343], [0.96823, -1.33133, -3.72707], [0.49213, -1.28702, -2.67605]],
  "forces_ev_per_angstrom": [[0.3796, 2.9304, 0.7436], [0.0311, 0.1300, 0.0539], [-0.1699, -0.2891, 0.0269], [0.1818, 0.3992, 0.0732], [-0.1491, -0.7991, -0.5370], [0.1624, 0.1968, 0.0009], [0.3604, 1.2699, 0.7073], [-0.3284, -0.9523, -0.2826], [-0.3568, -0.3743, 0.2208], [0.0755, 0.0379, 0.1123], [-0.0443, -0.2517, -0.2075], [-0.0098, 0.1692, 0.1422], [0.0276, -0.1132, -0.1239], [0.0044, -0.0274, -0.0916], [-0.0271, -0.0035, -0.0135], [0.0176, -0.0222, 0.0245], [-0.0006, -0.0124, -0.0128], [0.0059, 0.0045, -0.0187], [-0.9243, -2.1870, 0.7248], [0.2566, -0.5510, -0.8418], [0.0955, 0.3120, 0.0765], [-0.0088, 0.1051, 0.1300], [-0.0449, 0.1230, 0.0894], [-0.0145, 0.0218, 0.0318], [0.4801, -0.1164, -1.0289]]
}

***

{
  "formula": "ClHN2O",
  "method": "ωB97M-V with the def2-TZVPD basis set",
  "gap_ev": 13.0,
  "e_homo_ha": -0.435,
  "de_lowest_kcal_mol": 19.8,
  "smiles": "N#[N+][O-].Cl",
  "largest_force_ev_per_a": 2.863,
  "energy_ha": -645.48371,
  "total_charge": 0,
  "lumo_ev": 1.2,
  "elements": ["N", "N", "O", "Cl", "H"],
  "positions_angstrom": [[-0.05084, 1.03616, 0.59143], [0.06970, 1.58494, -0.35484], [0.10693, 2.14807, -1.35801], [-0.07212, -2.63549, 0.00740], [-0.05367, -2.13367, 1.11401]],
  "forces_ev_per_angstrom": [[0.0942, -1.1321, 2.0791], [-0.5201, -0.3344, 0.3688], [0.4258, 1.4396, -2.4381], [-0.0351, -1.0138, -2.2391], [0.0352, 1.0407, 2.2292]]
}